The following is a DFT calculation (ωB97M-V with the def2-TZVPD basis set) of C19H19N3O3S2 in the gas phase at a distorted geometry.

## Properties
- SMILES string: N#Cc1ccccc1S(=O)(=O)N1CCN(C(=O)c2cc3c(s2)CCC3)CC1
- Kohn-Sham gap: 8.179 eV
- ΔE to the lowest compared entry with this formula, charge and spin: 84.43 kcal per mole

Bonds (Å) are listed after each position.
Geometry (Å):
1 N -4.9257 -2.6501 4.9156  C2 1.140
2 C -4.3805 -1.6790 4.6709  N1 1.140, C3 1.439
3 C -3.7210 -0.4135 4.4898  C2 1.439, C4 1.424, C8 1.413
4 C -3.9805 0.5895 5.4663  C3 1.424, C5 1.409, H28 1.084
5 C -3.4850 1.8978 5.2953  C4 1.409, C6 1.420, H29 1.076
6 C -2.6423 2.1782 4.1866  C5 1.420, C7 1.385, H30 1.086
7 C -2.3868 1.1933 3.2474  C6 1.385, C8 1.404, H31 1.112
8 C -2.9571 -0.0858 3.3470  C3 1.413, C7 1.404, S9 1.832
9 S -2.6247 -1.3619 2.0757  C8 1.832, O10 1.447, O11 1.469, N12 1.729
10 O -3.8571 -1.8512 1.4967  S9 1.447
11 O -1.7465 -2.4147 2.6024  S9 1.469
12 N -1.7976 -0.5819 0.7733  S9 1.729, C13 1.491, C27 1.497
13 C -0.8855 -1.5219 0.0616  N12 1.491, C14 1.549, H32 1.098, H33 1.122
14 C -0.5267 -1.0010 -1.3525  C13 1.549, N15 1.495, H34 1.070, H35 1.094
15 N -0.5146 0.4932 -1.4046  C14 1.495, C16 1.404, C26 1.455
16 C 0.6171 1.2329 -1.7829  N15 1.404, O17 1.222, C18 1.476
17 O 0.5374 2.4493 -1.8648  C16 1.222
18 C 1.9059 0.6048 -2.1334  C16 1.476, C19 1.375, S22 1.758
19 C 2.3207 0.3319 -3.4156  C18 1.375, C20 1.456, H36 1.090
20 C 3.7051 -0.1179 -3.4030  C19 1.456, C21 1.353, C25 1.518
21 C 4.2788 -0.1167 -2.1775  C20 1.353, S22 1.741, C23 1.452
22 S 3.1590 0.3486 -0.9277  C18 1.758, C21 1.741
23 C 5.7028 -0.3991 -2.1827  C21 1.452, C24 1.545, H37 1.061, H38 1.080
24 C 6.0307 -0.3303 -3.6908  C23 1.545, C25 1.551, H39 1.091, H40 1.083
25 C 4.7124 -0.3898 -4.5052  C20 1.518, C24 1.551, H41 1.079, H42 1.114
26 C -1.7470 1.1458 -0.9906  N15 1.455, C27 1.564, H43 1.067, H44 1.078
27 C -2.6723 0.1957 -0.1607  N12 1.497, C26 1.564, H45 1.089, H46 1.110
28 H -4.5699 0.3224 6.3354  C4 1.084
29 H -3.6385 2.6796 6.0178  C5 1.076
30 H -2.1572 3.1465 4.0999  C6 1.086
31 H -1.7126 1.4288 2.3945  C7 1.112
32 H 0.0117 -1.6992 0.6682  C13 1.098
33 H -1.3526 -2.5182 -0.1589  C13 1.122
34 H -1.2579 -1.3825 -2.0348  C14 1.070
35 H 0.4479 -1.4406 -1.5858  C14 1.094
36 H 1.7607 0.4932 -4.3372  C19 1.090
37 H 5.9079 -1.3583 -1.7790  C23 1.061
38 H 6.2506 0.3376 -1.6145  C23 1.080
39 H 6.7497 -1.1133 -3.9338  C24 1.091
40 H 6.5511 0.6050 -3.8560  C24 1.083
41 H 4.6899 0.3571 -5.2831  C25 1.079
42 H 4.5789 -1.3970 -4.9616  C25 1.114
43 H -2.2286 1.5642 -1.8460  C26 1.067
44 H -1.5215 1.9577 -0.3182  C26 1.078
45 H -3.4144 0.7703 0.3914  C27 1.089
46 H -3.2143 -0.4994 -0.8352  C27 1.110